The following is a DFT calculation (the ωB97M-V functional and the def2-TZVPD basis) of a molecular structure, MgN6O18.

* net charge: -4
* HOMO level: 2.40 eV
* relative energy (zero: lowest compared OMol25 entry of this formula, charge and spin): 0.152 eV
* gap between HOMO and LUMO: 0.2741 Ha

Structure (XYZ):
```
25
Properties=species:S:1:pos:R:3:forces:R:3
Mg 0.000059 0.251522 -0.062685 0.2356 -0.7692 0.6957
N 0.685696 -1.309964 2.857919 0.5942 0.7072 -1.1329
O 0.473569 -0.516084 1.901226 -0.2249 -0.2873 0.7416
O -0.210149 -1.557612 3.678504 -0.0164 -0.1346 0.1622
O 1.832210 -1.794472 2.968013 -0.2756 -0.1820 0.4449
N -0.465366 -3.085852 -0.759415 0.1735 0.7068 0.4307
O 0.117136 -3.899933 0.005914 -0.5922 0.2775 -0.8698
O -0.436987 -1.855631 -0.469053 -0.0758 -0.9896 -0.4762
O -1.090242 -3.463753 -1.783581 0.4893 -0.1124 0.7864
N -3.085598 0.825193 0.921067 0.9192 0.0455 -0.3743
O -3.900087 -0.030680 1.330627 0.1718 0.5446 -0.1535
O -1.951197 0.447917 0.503546 -1.5291 0.1583 0.4485
O -3.368121 2.047798 0.902296 -0.1109 -0.7702 0.1101
N -0.379915 0.442362 -3.139033 0.0415 0.4989 -0.4812
O -1.096373 -0.463193 -3.557260 -0.0983 -0.1000 0.1617
O 0.346497 1.088117 -3.928960 -0.0283 -0.0873 0.2403
O -0.420610 0.798449 -1.926423 0.0564 0.0207 -0.5485
N 3.007983 -0.299608 -1.150243 0.0160 0.2019 0.0951
O 4.103560 0.325497 -1.196408 -0.3473 -0.3865 -0.0402
O 2.837969 -1.338587 -1.804424 0.0930 0.4213 0.2004
O 2.099163 0.158031 -0.405292 0.3040 -0.0610 -0.3882
N 0.216773 3.306201 1.281534 0.1779 -0.2030 -0.0533
O 0.336414 3.393616 2.529010 -0.1022 -0.1312 -0.7481
O 0.088849 4.346324 0.590541 0.0285 -0.4115 0.2847
O 0.258777 2.184336 0.712568 0.1000 1.0433 0.4638
```
Positions in Å, forces in eV/Å.

The following is a DFT calculation (the ωB97M-V functional and the def2-TZVPD basis) of C6H7N3O in the gas phase.

* HOMO level (spin up / spin down): -6.92 / -9.07 eV
* multiplicity: 3
* relative energy (zero: lowest compared OMol25 entry of this formula, charge and spin): 0.627 eV
* gap between HOMO and LUMO (spin up / spin down): 0.2806 / 0.2408 Ha

Structure (XYZ):
```
17
Properties=species:S:1:pos:R:3:forces:R:3
C 3.192989 0.011407 0.203778 1.1361 1.3107 -1.0259
C 2.470781 1.192860 -0.307560 0.4314 -0.7849 0.1651
C 1.177605 -0.555422 -0.095224 2.3178 4.2942 -0.4244
C -0.014675 -1.162286 -0.066902 -3.3243 -3.0934 0.2342
C -1.149253 -0.369584 0.030972 1.1071 -1.9527 -0.8603
C -2.516697 -0.843132 -0.075329 -3.6574 0.2079 1.8953
N 2.376366 -0.996563 0.287234 0.9610 -1.5580 0.6134
N 1.193017 0.822737 -0.455515 1.8189 -0.3130 0.0544
N -0.936343 0.893537 0.294915 -1.6750 3.9279 1.0412
O -2.073315 1.649009 -0.019726 0.1312 0.0061 -0.3020
H 4.299784 -0.016874 0.366551 -1.2638 -0.2048 0.1519
H 3.014780 2.153533 -0.521363 -1.3816 -0.8499 0.2507
H -0.054549 -2.270903 0.024599 -0.2036 1.0609 -0.1723
H -2.667346 -1.864841 0.179623 0.6672 -1.1685 0.2266
H -2.988205 -0.816146 -1.086919 0.4603 0.8370 0.7322
H -3.206764 -0.334419 0.784027 1.4936 -0.7587 -2.5163
H -2.118172 2.507086 0.456840 0.9810 -0.9609 -0.0639
```
Positions in Å, forces in eV/Å.

no.,largest force on an atom (eV Å⁻¹)
1,1.60
2,4.90